# 1
92
Properties=species:S:1:pos:R:3:forces:R:3:mulliken_charge:R:1 method="wB97M-V/def2-TZVPD" total_charge=+2 de_lowest_kcal_mol=0.0 molar_mass_g_mol=839.012 spin_multiplicity=6
Ir 0.024 0.489 4.080 -1.5 0.6 2.4 0.39
P 1.625 0.631 -4.509 0.3 0.9 -2.0 0.24
P -0.266 -1.926 -4.202 -1.0 -0.1 -0.6 0.25
C -0.660 2.145 2.930 0.3 0.9 0.0 -0.22
C 0.922 1.655 8.132 -0.5 1.4 -1.2 -0.91
C 1.296 -0.709 8.169 0.0 -0.5 -0.6 0.97
C -2.379 -2.985 -2.584 0.1 -0.1 0.2 -0.31
C 3.215 2.215 -8.624 0.0 0.0 0.4 -0.47
C -2.017 0.008 5.116 0.3 -0.6 -0.8 -0.79
C -0.940 -3.116 -5.492 0.9 -0.2 0.0 0.32
C -0.069 0.663 -5.138 -1.3 -1.3 0.3 -0.73
C 2.397 1.273 -6.087 0.0 -0.6 0.0 0.46
C 3.341 3.023 -7.490 -0.2 -0.3 0.1 -0.62
C 2.914 2.565 -6.235 0.2 0.2 -0.1 -0.26
C -3.049 -3.074 -1.359 -0.1 0.2 0.1 -0.82
C 0.683 0.422 6.052 -0.7 -0.4 -1.2 -0.04
C -2.549 1.254 5.734 -0.1 0.7 0.3 -0.82
C -0.775 -5.289 -6.575 0.1 0.0 0.1 -0.53
C -2.069 -2.835 -6.273 -0.3 0.0 0.1 0.11
C -1.792 1.699 2.059 -0.4 -0.1 -0.8 -1.10
C 0.817 3.095 -3.370 0.2 0.0 0.2 -0.07
C -2.703 -2.228 -0.296 0.2 0.1 -0.4 -0.47
C 1.595 -1.881 8.887 0.0 0.5 0.2 -0.66
C 1.250 0.528 8.847 0.1 -0.5 -0.2 -0.85
C -0.972 -1.228 -1.658 -0.2 -0.3 -0.1 -0.75
C -1.306 -2.096 -2.721 0.1 0.1 0.4 0.79
C -1.975 -5.057 -7.250 0.0 0.3 0.3 -0.51
C -1.932 -0.296 3.734 -0.8 -0.7 0.6 -0.13
C 2.236 4.365 -1.864 0.3 -0.3 0.0 -0.48
C -2.144 2.578 5.021 -0.9 0.4 0.9 -1.06
C -2.568 0.465 2.584 -0.2 -0.3 -0.6 0.19
C 2.296 0.448 -7.229 0.0 0.4 0.0 -0.31
C 2.684 0.930 -8.482 -0.1 -0.1 0.0 -0.65
C 2.966 2.199 -2.663 -0.2 0.1 -0.2 -0.30
C 1.755 -0.225 3.585 2.4 -1.1 -1.5 -1.50
C 0.669 1.623 6.748 0.7 0.1 2.4 -0.12
C 0.986 -0.790 6.756 0.2 -0.3 1.1 1.20
C 1.147 -3.222 6.953 0.2 0.0 0.4 -0.94
C 0.924 -2.079 6.185 0.0 0.2 -0.1 -0.22
C 1.049 4.231 -2.586 -0.1 -0.1 0.0 -0.74
C -0.247 -4.331 -5.705 -0.4 0.3 0.2 -0.46
C -2.611 -3.820 -7.109 0.3 0.0 0.2 -0.61
C -0.913 -0.356 -4.811 1.0 1.6 0.0 -0.47
C 1.502 -3.120 8.306 -0.1 -0.8 -0.6 -0.63
C -0.848 2.537 4.273 1.0 0.8 -0.2 -0.73
C 3.201 3.343 -1.897 -0.4 0.0 -0.2 -0.68
C -1.676 -1.284 -0.459 -0.1 -0.1 -0.1 -0.19
C 1.788 2.089 -3.433 0.1 -0.1 0.8 0.33
H -0.047 3.193 4.663 -0.7 -0.3 -0.4 0.84
H 1.865 -0.550 -7.146 0.2 0.1 0.0 0.41
H 2.565 0.303 -9.367 0.0 0.1 0.3 0.38
H 3.523 2.589 -9.607 -0.1 -0.2 0.5 0.38
H -2.987 2.982 4.432 0.4 -0.4 -0.3 0.36
H -0.167 -0.500 -1.786 -0.1 -0.2 0.1 0.31
H -1.390 1.445 1.068 0.0 0.1 0.2 0.38
H 0.197 2.649 2.453 -0.4 -0.4 0.0 0.64
H -2.477 2.538 1.867 0.1 -0.1 0.2 0.44
H 1.695 -4.024 8.894 -0.1 0.4 -0.3 0.39
H 0.286 5.013 -2.533 0.3 -0.3 -0.1 0.43
H 2.145 -0.970 4.278 0.2 0.0 -0.1 0.46
H 1.463 0.592 9.909 0.0 -0.1 -0.1 0.44
H 1.683 -0.662 2.581 0.3 0.0 0.1 0.32
H -2.042 3.344 5.816 0.0 -0.4 -0.3 0.43
H -3.642 1.166 5.829 0.1 0.1 -0.2 0.48
H 2.421 5.256 -1.257 -0.1 -0.3 -0.3 0.43
H 1.886 -1.784 9.922 -0.1 0.0 0.1 0.43
H -2.696 -3.590 -3.436 0.2 0.0 0.3 0.37
H -0.105 2.990 -3.937 0.2 0.2 0.1 0.43
H -1.996 -0.216 -4.787 0.1 -0.1 -0.6 0.67
H -2.416 -5.838 -7.873 0.2 0.3 0.1 0.39
H 0.687 -4.523 -5.169 -0.3 0.0 -0.2 0.38
H 3.696 1.385 -2.683 -0.2 0.3 0.0 0.40
H -3.541 -3.631 -7.640 0.2 0.1 0.0 0.41
H 2.465 0.612 3.560 0.1 0.0 0.0 0.42
H 2.957 3.249 -5.385 0.1 -0.3 -0.2 0.28
H -3.860 -3.800 -1.238 0.3 0.4 -0.1 0.37
H 0.446 2.546 6.250 0.1 0.1 0.1 0.40
H -2.202 1.333 6.775 0.0 -0.3 -0.3 0.44
H -0.367 1.484 -5.806 -0.1 -0.1 0.6 0.74
H -0.253 -6.238 -6.710 -0.1 0.3 0.0 0.39
H -2.599 -0.276 1.767 -0.2 0.5 0.4 -0.74
H -3.242 -2.288 0.651 0.1 0.0 -0.3 0.38
H -2.543 -1.851 -6.223 0.0 -0.5 0.0 0.31
H -1.796 -1.370 3.555 -0.2 0.3 -0.1 0.63
H -3.619 0.704 2.790 0.2 0.0 0.2 0.53
H 1.057 -4.209 6.506 0.0 0.2 0.0 0.43
H -1.417 -0.590 0.347 0.0 -0.4 -0.4 0.17
H 0.714 -2.207 5.119 -0.1 0.1 0.4 0.30
H 4.125 3.430 -1.321 -0.3 0.0 -0.2 0.45
H -1.895 -0.849 5.788 0.0 0.3 -0.2 0.53
H 0.839 2.619 8.619 0.1 -0.1 0.2 0.45
H 3.761 4.021 -7.583 -0.1 -0.1 0.1 0.40

***

# 2
102
Properties=species:S:1:pos:R:3:forces:R:3:mulliken_charge:R:1 method="wB97M-V/def2-TZVPD" total_charge=-1 de_lowest_kcal_mol=2.9 molar_mass_g_mol=883.559 spin_multiplicity=1
In 0.455 0.069 -0.264 0.0 0.7 0.0 2.64
S -6.634 -5.575 -0.499 0.1 0.1 0.0 1.29
O -6.376 -6.523 -1.577 0.0 0.1 0.1 -0.71
O 2.219 0.157 0.771 -0.1 0.0 0.3 -0.74
O -7.808 -4.735 -0.716 0.1 -0.1 0.0 -0.69
O -0.088 -2.977 -1.201 -0.2 -0.4 0.1 -0.16
O -0.907 1.296 0.682 0.0 -0.4 -0.2 -1.11
O 2.029 -2.248 -1.579 0.3 -0.1 -0.2 -0.76
O -6.542 -6.143 0.840 0.0 0.1 -0.1 -0.73
N -2.391 -1.358 -0.816 0.0 0.1 0.1 0.41
N 1.097 2.210 -1.174 -0.1 -0.3 0.2 0.04
C -3.986 -2.841 -1.899 0.0 0.0 0.0 -0.57
C -3.207 1.687 0.045 0.1 -0.3 0.1 -0.98
C -2.855 4.332 1.058 0.1 0.0 -0.1 -0.52
C 0.549 -4.057 -1.925 0.1 0.0 -0.2 1.73
C -4.021 1.673 -1.081 0.1 0.1 0.0 0.04
C -2.795 5.490 1.821 0.0 0.1 0.0 -1.04
C 1.642 4.888 -1.588 -0.1 -0.1 0.0 -0.87
C -4.962 0.556 1.270 0.0 0.0 0.1 -0.87
C 2.359 2.656 -1.067 0.1 0.1 -0.1 0.69
C 3.016 2.074 1.946 -0.1 0.1 -0.1 -0.52
C -5.286 1.095 -1.036 -0.1 0.0 0.0 -1.02
C 0.098 3.079 -1.385 0.0 0.2 -0.2 -0.27
C 3.240 1.075 0.802 0.3 0.1 -0.1 2.54
C -1.300 2.565 -1.369 0.0 -0.3 0.5 -1.30
C 3.434 1.707 -0.633 -0.2 -0.2 0.3 -2.21
C -1.612 5.856 2.446 0.0 0.0 0.0 -0.70
C 3.281 3.437 1.888 0.1 -0.1 0.0 0.57
C 6.954 -1.036 1.543 0.0 -0.1 0.0 -0.52
C 2.067 -3.679 -1.841 0.0 -0.2 0.1 1.74
C -5.761 0.529 0.133 0.0 0.0 0.0 -0.45
C 2.779 -4.319 -0.652 -0.1 0.1 -0.1 -1.94
C -0.489 5.053 2.303 0.0 0.1 0.0 -0.61
C 4.598 -1.049 1.059 -0.1 0.0 0.0 -0.29
C 2.660 3.989 -1.337 0.0 0.0 0.0 -0.72
C -1.734 3.518 0.914 0.0 -0.1 0.1 -0.93
C 0.163 -5.374 -1.274 0.0 0.2 0.0 -1.91
C -3.347 -2.388 -0.745 0.0 -0.2 0.0 0.50
C -1.768 2.220 0.088 0.0 0.3 -0.2 3.73
C -0.551 3.893 1.546 0.0 -0.1 0.1 0.67
C 2.869 -3.911 -3.111 -0.1 0.1 0.1 -2.01
C -4.947 -3.836 -1.821 0.1 0.0 0.0 -0.96
C -3.647 -2.986 0.476 0.1 0.1 -0.1 -0.28
C 4.565 0.339 1.091 0.0 0.0 0.0 -0.28
C 0.337 4.434 -1.569 0.1 0.0 -0.1 -0.64
C -3.704 1.131 1.224 0.0 0.0 0.0 -0.10
C -5.270 -4.397 -0.596 -0.3 -0.2 0.1 -0.05
C 2.517 3.733 4.149 0.0 0.0 0.0 -0.32
C 3.018 4.264 2.974 0.1 0.0 0.0 -1.09
C 2.523 1.551 3.141 -0.1 0.0 0.0 -0.43
C -0.005 -4.002 -3.347 0.0 0.1 0.2 -2.00
C 5.741 1.033 1.361 0.0 0.0 0.0 -0.26
C 6.928 0.351 1.581 0.1 0.1 0.0 -1.09
C 2.282 2.366 4.232 0.0 0.0 0.0 -1.00
C -4.611 -3.981 0.548 0.0 0.0 0.0 -0.75
C 5.783 -1.734 1.287 0.1 0.0 0.0 -0.82
B 0.778 -1.949 -1.130 -0.1 0.3 -0.1 -0.38
H 0.319 3.251 1.468 0.0 0.0 0.0 0.19
H 2.305 4.376 4.995 0.0 0.0 0.0 0.40
H 1.904 1.940 5.154 0.0 0.0 0.0 0.41
H -4.882 -4.446 1.487 0.0 0.0 0.0 0.49
H 7.882 -1.568 1.714 0.0 0.0 0.0 0.39
H -3.686 2.101 -2.019 0.0 0.0 0.0 0.39
H -3.682 6.101 1.937 0.0 0.0 0.0 0.40
H -1.570 6.757 3.045 0.0 0.0 0.0 0.42
H -2.576 -0.731 -1.584 -0.1 0.1 0.0 0.04
H -0.913 -5.513 -1.378 0.0 0.0 0.0 0.48
H -3.786 4.056 0.580 0.0 0.0 0.0 0.45
H -2.356 -0.829 0.043 -0.1 0.2 0.1 -0.29
H -5.896 1.074 -1.930 0.0 0.0 0.0 0.43
H -3.068 1.139 2.101 0.0 0.0 0.0 0.40
H 1.861 5.932 -1.772 0.0 0.0 0.0 0.43
H 3.913 -3.664 -2.916 0.0 0.0 0.0 0.47
H 3.203 5.329 2.893 0.0 0.0 0.0 0.39
H 5.796 -2.817 1.262 0.0 0.0 0.0 0.45
H 2.317 0.490 3.193 0.0 0.0 0.0 0.53
H 4.405 2.196 -0.700 0.0 0.0 -0.1 0.53
H 3.766 -3.865 -0.553 0.0 0.0 0.0 0.43
H 2.807 -4.957 -3.417 0.0 0.0 0.0 0.38
H -0.495 5.109 -1.712 0.0 0.0 0.0 0.47
H 0.439 5.324 2.791 0.0 0.0 0.0 0.22
H 3.674 -1.572 0.851 0.0 0.0 0.0 0.41
H 3.435 0.830 -1.285 0.1 0.0 0.0 0.58
H -1.366 1.634 -1.944 0.0 0.1 -0.1 0.31
H 0.230 -3.045 -3.814 0.0 0.0 0.0 0.35
H 5.732 2.117 1.411 0.0 0.0 0.0 0.38
H 0.393 -4.811 -3.960 0.0 0.0 0.0 0.39
H -6.732 0.052 0.155 0.0 0.0 0.0 0.43
H 0.401 -5.378 -0.212 0.0 0.0 0.0 0.36
H -5.471 -4.186 -2.702 0.0 0.0 0.0 0.36
H 2.225 -4.139 0.269 0.0 0.0 0.0 0.35
H -5.316 0.107 2.189 0.0 0.0 0.0 0.42
H 2.514 -3.277 -3.921 0.0 -0.1 0.0 0.37
H -1.962 3.317 -1.793 0.0 -0.1 -0.1 0.91
H -3.730 -2.388 -2.854 0.0 0.0 0.0 0.46
H -1.089 -4.101 -3.291 0.0 0.0 0.0 0.45
H 3.693 4.310 -1.348 0.0 0.0 0.1 0.54
H 0.675 -6.203 -1.765 0.0 0.0 0.0 0.39
H -3.125 -2.647 1.366 0.0 0.0 0.0 0.50
H 3.703 3.875 0.999 0.0 0.0 -0.2 0.39
H 7.838 0.903 1.784 0.0 0.0 0.0 0.40
H 2.895 -5.392 -0.801 0.0 0.0 0.0 0.36